1.
The following is a quantum chemistry calculation of 8 unconnected molecules or ions with the total composition C25H45BrN3O22 in a non-equilibrium geometry, from the OMol25 dataset.

Properties
total charge	+1
F_max	12.45	eV/Å
molecular weight	819.54	g/mol
DFT total energy	-5372.5707	hartree
LUMO level	-5.35	eV
frontier orbital gap	6.7213	eV

XYZ file:
```
96
Properties=species:S:1:pos:R:3:forces:R:3:lowdin_charge:R:1
Br -3.627 2.111 -1.824 2.8 -1.8 0.6 0.8278
O 2.307 1.660 9.808 0.0 -0.5 -1.1 -0.0086
O -1.830 -1.778 -9.865 0.0 1.8 0.2 0.1104
O 1.631 -0.787 3.510 0.6 -0.3 -0.2 -0.0008
O -2.626 -1.101 -2.087 0.6 0.0 -4.6 -0.0231
O -6.418 6.588 -3.237 0.0 -1.3 -0.6 -0.0137
O 3.275 -1.850 2.307 -0.7 0.8 1.2 0.1039
O -5.842 4.511 -3.662 -0.3 0.5 0.0 -0.0388
O -3.159 10.043 -7.610 -0.2 -1.0 0.7 -0.0070
O -2.220 0.286 -10.795 0.4 -0.5 1.1 -0.0098
O -4.174 9.320 -5.680 0.9 -0.4 -1.4 0.1027
O 5.118 -9.050 7.811 -1.0 1.5 0.0 0.1112
O 3.582 -1.117 4.463 -1.1 -0.1 -1.3 -0.0285
O 3.424 -7.731 8.629 0.7 0.0 -0.8 -0.0136
O -3.062 7.907 -7.110 -0.3 0.9 0.2 -0.0056
O -1.530 0.186 -8.712 -0.2 -0.4 -0.7 -0.0104
O 4.592 -6.999 6.919 -0.3 -0.7 0.8 -0.0121
O 4.557 -5.511 2.948 -0.8 -0.6 0.0 -0.0315
O 2.067 0.025 8.361 0.1 1.0 0.3 -0.0047
O 2.586 2.120 7.575 -0.3 -1.1 1.2 0.1043
O 3.213 -6.699 1.512 0.5 0.6 1.6 0.1102
O 2.919 -6.708 3.790 0.7 0.5 -0.9 -0.0175
O -7.517 5.465 -4.912 1.4 -0.1 1.4 0.1189
N -1.591 -0.344 -1.607 2.6 2.6 1.5 -0.1636
N 0.496 0.443 -0.840 -5.0 -1.1 -1.6 0.0510
N -2.454 -0.497 -4.825 -1.6 -3.3 11.9 0.2007
C 4.446 -8.030 7.789 0.3 -0.4 0.0 -0.5598
C -3.531 9.111 -6.696 -0.2 0.3 0.2 -0.5570
C 4.917 -1.617 4.411 0.7 -0.3 0.0 -0.0266
C 3.154 -8.734 9.606 -0.1 -0.4 0.4 -0.0518
C 1.811 -7.589 3.614 -0.4 -0.4 0.0 -0.0441
C -3.587 11.369 -7.303 -0.2 0.6 0.1 -0.0492
C -0.198 -0.843 -1.280 -2.0 5.7 0.3 0.1483
C -7.228 7.729 -3.510 -0.4 0.6 -0.1 -0.0417
C -6.004 3.311 -4.414 -0.2 -0.3 -0.3 -0.0621
C -2.606 -0.845 -3.564 1.2 2.3 -7.6 -0.0596
C 5.640 -7.177 5.968 0.4 0.0 -0.4 -0.0511
C 0.765 -0.916 2.384 -0.2 -0.1 0.0 -0.0570
C 3.531 -6.342 2.636 -0.3 -0.3 -0.3 -0.5585
C -0.466 1.649 -0.886 -2.9 -3.3 -1.7 0.0620
C -1.857 -0.560 -9.797 -0.1 -0.5 -0.3 -0.5583
C 2.072 -0.449 7.016 0.1 -0.1 -0.4 -0.0537
C 2.870 -1.306 3.323 0.7 -0.3 0.1 -0.5434
C 2.345 1.347 8.488 0.1 0.2 -0.2 -0.5583
C -2.593 -0.364 -12.008 -0.2 -0.3 -0.6 -0.0487
C -1.922 1.126 -1.454 6.9 -0.8 2.2 -0.4364
C -3.380 6.823 -6.239 -0.1 -0.3 0.3 -0.0511
C 5.297 -5.043 1.822 0.3 0.2 -0.5 -0.0491
C -1.125 -0.576 -7.576 0.2 -0.3 0.2 -0.0851
C -6.678 5.516 -4.027 -0.7 0.7 -0.4 -0.5651
C 2.582 3.030 10.095 0.1 0.5 0.2 -0.0512
H 1.399 -7.815 4.601 0.3 0.2 -0.1 0.0975
H -0.245 2.764 -0.579 -0.1 -2.8 -0.6 0.1513
H -7.013 2.906 -4.282 0.1 0.2 -0.2 0.1064
H -6.935 8.525 -2.820 0.2 -0.4 -0.1 0.0989
H 0.187 -1.945 -1.357 -0.8 2.5 0.2 0.1905
H 5.490 -1.109 3.629 -0.2 -0.2 0.1 0.1036
H -0.198 -0.467 2.645 0.3 0.0 0.2 0.1018
H 5.759 -5.880 1.289 -0.2 0.1 0.0 0.1018
H 6.608 -7.265 6.471 -0.2 -0.2 -0.1 0.1005
H -4.680 11.423 -7.267 0.2 -0.1 0.2 0.0996
H 6.091 -4.388 2.188 -0.3 -0.2 0.2 0.0934
H 2.319 -8.390 10.223 0.2 0.2 -0.3 0.0943
H -2.935 6.978 -5.251 -0.2 0.1 -0.1 0.0989
H 5.392 -1.411 5.374 -0.4 0.1 -0.1 0.1029
H -5.792 3.487 -5.473 -0.2 0.0 0.2 0.1051
H -7.065 8.083 -4.533 -0.1 -0.2 0.2 0.0991
H 1.836 3.679 9.626 0.2 -0.1 0.0 0.0981
H 4.654 -4.464 1.151 0.1 -0.2 0.1 0.0936
H 5.665 -6.294 5.324 -0.3 -0.1 0.3 0.0817
H 4.023 -8.884 10.256 -0.1 -0.1 -0.2 0.1001
H -1.754 -0.939 -12.412 -0.2 0.0 0.2 0.1004
H -4.465 6.696 -6.161 0.2 0.1 0.1 0.0926
H 1.029 -7.111 3.016 0.2 -0.1 0.0 0.0961
H -3.150 11.706 -6.357 -0.2 -0.1 -0.1 0.0989
H -0.227 -1.159 -7.803 -0.2 0.0 0.0 0.1000
H 5.447 -8.054 5.341 0.1 0.1 0.2 0.1008
H 2.863 -9.673 9.125 0.2 0.1 0.1 0.0987
H -3.235 12.030 -8.099 0.0 -0.4 0.0 0.0965
H -1.937 -1.229 -7.240 0.2 0.0 -0.2 0.0747
H 2.134 -8.528 3.153 -0.1 0.3 -0.1 0.1026
H -5.287 2.576 -4.037 0.0 0.3 0.0 0.0247
H -0.888 0.121 -6.768 -0.1 0.1 -0.4 0.0673
H 3.592 3.298 9.766 -0.3 0.0 -0.1 0.0988
H 1.504 0.469 -0.527 -1.6 0.0 -0.5 0.1671
H 0.599 -1.971 2.143 0.2 0.2 -0.1 0.1028
H -3.464 -1.008 -11.849 0.3 0.0 0.0 0.0997
H 3.060 -0.320 6.565 -0.4 0.2 0.1 0.0806
H -8.286 7.501 -3.342 0.2 0.0 -0.2 0.1008
H 1.838 -1.517 7.033 0.0 0.2 0.3 0.1012
H 2.526 3.166 11.178 -0.1 -0.3 -0.2 0.0959
H 1.305 0.062 6.425 0.3 0.0 0.0 0.0971
H -2.864 0.406 -12.735 0.1 0.0 0.4 0.0962
H 1.172 -0.380 1.521 0.1 -0.2 0.2 0.0559
H -2.957 5.910 -6.667 0.0 0.4 -0.2 0.0941
H 4.917 -2.700 4.252 0.0 0.2 -0.1 0.0941
```
Positions in Å, forces in eV/Å.

2.
The following is a quantum chemistry calculation of a molecular structure, C25H45Cl2O4PPt in a non-equilibrium geometry, from the OMol25 dataset.

Properties
⟨S²⟩	6.057
F_max	4.52	eV/Å
molecular weight	706.59	g/mol
2S+1	5
DFT total energy	-2660.9405	hartree
LUMO level (spin up / spin down)	-2.73 / -3.34	eV
frontier orbital gap (spin up / spin down)	5.2155 / 5.7110	eV

XYZ file:
```
78
Properties=species:S:1:pos:R:3:forces:R:3:lowdin_spin:R:1
Pt -0.673 -1.308 0.287 1.8 1.2 0.6 0.6752
Cl 2.677 -2.216 2.740 -0.1 0.3 -0.1 0.0013
Cl -0.592 -2.464 -1.637 0.6 -0.9 -0.6 0.2626
P -1.349 0.651 -1.570 -1.6 0.8 -3.4 0.1758
O 2.850 -3.530 2.160 -0.2 0.9 0.4 0.0003
O 3.905 -1.438 2.662 -1.0 -0.6 0.1 0.0000
O 2.214 -2.308 4.122 0.3 0.1 -1.1 0.0010
O 1.631 -1.465 1.950 0.3 -0.6 0.3 0.0112
C -4.028 4.777 -1.769 -0.1 -0.2 -0.1 0.0002
C 1.559 1.921 -4.522 0.1 -0.5 0.0 0.0013
C 0.934 1.540 -5.864 -0.3 0.2 0.3 0.0006
C -3.054 4.485 -2.921 0.2 0.1 0.4 0.0051
C -0.428 0.412 1.230 -2.4 0.7 -2.0 0.5644
C -5.377 -1.920 -1.777 0.0 0.2 0.2 -0.0010
C -0.310 0.744 -3.213 0.4 -0.6 0.5 0.0181
C -0.036 0.353 -5.724 0.4 -0.2 0.2 0.0021
C -4.946 -1.212 -3.080 0.1 -0.4 0.1 0.0012
C 1.269 2.724 -0.100 -0.4 -3.0 -1.1 0.8011
C -2.860 -0.397 -1.949 0.8 0.0 -0.4 0.0078
C 1.743 1.603 2.997 -0.3 -0.4 1.2 0.0541
C -3.424 -0.862 -0.602 -0.3 -0.4 -0.5 -0.0158
C 0.689 3.135 1.080 -3.4 1.4 2.6 0.7462
C 1.523 3.029 2.313 0.4 -0.2 2.4 0.1311
C -4.219 -2.140 -0.812 0.1 0.1 0.4 -0.0011
C -2.110 2.454 -1.641 0.9 -0.1 0.9 0.0535
C 0.463 1.009 3.643 -0.3 -0.3 0.2 0.0260
C -3.584 4.144 -0.443 0.1 0.1 -0.1 0.0010
C -3.196 2.661 -0.585 -0.3 0.2 0.1 0.0045
C -1.032 0.455 -4.541 -0.4 0.1 -0.2 0.0055
C 0.521 2.030 -3.402 0.1 0.3 0.3 0.0100
C -4.022 0.014 -2.876 -0.6 0.1 0.1 0.0026
C -2.621 3.007 -2.990 -0.3 -0.4 -0.6 0.0125
C -0.534 0.266 2.663 -1.6 0.6 1.2 0.1175
H -1.256 1.044 0.662 2.4 -0.1 1.9 0.0358
H 0.960 3.586 3.117 0.8 -0.2 -0.6 0.0127
H -5.852 -0.935 -3.638 0.3 0.0 0.0 0.0003
H 1.731 1.305 -6.584 -0.3 0.0 0.1 0.0001
H -1.201 3.020 -1.363 -0.4 0.2 0.0 0.0081
H -2.160 5.120 -2.809 -0.2 -0.2 0.0 0.0000
H 2.108 2.867 -4.612 -0.1 -0.2 0.1 0.0000
H 2.588 3.446 2.258 -1.6 -0.2 -0.5 0.0138
H -0.578 3.231 1.249 3.7 -0.2 -0.6 0.0587
H -1.539 0.725 2.857 0.5 -0.5 0.2 0.0236
H 1.827 3.293 -0.819 0.2 0.0 -0.2 0.0568
H -2.660 -1.167 0.190 -0.5 0.7 -0.5 -0.0031
H -2.714 4.701 -0.062 -0.1 -0.1 0.0 0.0005
H -5.029 4.404 -2.040 0.2 0.0 0.1 0.0000
H 1.078 2.268 -2.489 -0.4 0.1 -0.2 0.0079
H -0.140 1.787 4.172 0.5 -0.3 -0.6 0.0034
H -3.709 0.373 -3.872 0.1 -0.2 0.5 -0.0001
H 1.187 1.572 -0.064 0.9 1.4 -1.1 0.0805
H -6.120 -1.303 -1.252 0.0 -0.1 -0.2 0.0000
H -0.591 0.240 -6.663 0.0 -0.1 0.2 0.0004
H 0.559 -0.561 -5.576 -0.1 0.1 -0.1 0.0000
H -0.620 -0.803 2.953 0.5 0.2 -0.2 0.0145
H -1.621 -0.474 -4.487 0.2 0.2 0.0 0.0001
H 0.388 2.417 -6.247 0.1 -0.2 0.0 0.0000
H -0.144 2.868 -3.666 0.4 -0.2 0.4 -0.0001
H -5.831 -2.896 -1.991 -0.1 0.3 -0.1 -0.0001
H -4.386 4.238 0.299 0.2 0.0 -0.1 0.0001
H -4.547 -2.449 0.187 -0.3 -0.3 -0.3 0.0000
H -3.519 -2.901 -1.187 -0.2 0.1 0.1 0.0003
H -2.383 -1.226 -2.494 -0.3 0.0 0.5 0.0003
H -4.094 2.087 -0.867 0.2 0.2 0.1 0.0005
H -4.393 -1.942 -3.688 -0.1 0.1 0.0 0.0000
H -1.869 2.923 -3.780 -0.4 0.0 0.3 0.0003
H -1.739 1.272 -4.764 0.2 -0.4 0.1 0.0000
H -3.522 4.767 -3.878 0.2 -0.1 0.3 0.0009
H -4.116 5.862 -1.645 -0.1 -0.2 0.0 0.0001
H 0.384 -0.090 -3.008 0.0 0.2 -0.3 0.0003
H 2.238 0.805 2.413 -0.3 0.6 -0.2 0.0038
H 2.405 1.729 3.895 -0.3 0.3 -1.0 0.0019
H -3.485 2.416 -3.336 0.3 0.2 0.2 0.0002
H -2.889 2.288 0.396 0.0 0.0 0.0 0.0018
H -4.048 -0.031 -0.221 0.3 -0.5 0.3 -0.0007
H 0.666 0.255 4.441 0.4 0.6 -0.8 0.0006
H -4.612 0.829 -2.439 0.1 -0.1 0.0 0.0001
H 2.288 1.159 -4.222 0.0 0.0 -0.1 0.0000
```
Positions in Å, forces in eV/Å.

3.
The following is a quantum chemistry calculation of a gas-phase ion, C25H45F5IN3O4P (charge +1) in a non-equilibrium geometry, from the OMol25 dataset.

Properties
total charge	+1
F_max	2.31	eV/Å
molecular weight	704.52	g/mol
DFT total energy	-2582.7992	hartree
LUMO level	-3.78	eV
frontier orbital gap	6.6102	eV

XYZ file:
```
84
Properties=species:S:1:pos:R:3:forces:R:3:lowdin_charge:R:1
I -3.069 0.352 -1.985 0.0 0.0 -0.1 1.1461
P 1.976 2.702 -0.174 -0.4 1.1 -0.2 0.9714
F -3.721 2.486 2.949 0.0 0.0 -0.1 0.1120
F -1.566 1.274 3.029 -0.2 -0.1 -0.2 0.1731
F -2.784 3.921 1.600 -0.1 -0.2 0.1 0.1116
F -0.726 2.627 1.592 -0.1 -0.2 0.0 0.1623
F 0.648 3.130 -2.782 0.1 0.1 0.0 -0.0154
O 3.596 -1.909 -0.359 0.0 0.1 0.1 -0.1438
O -0.627 -3.048 0.607 -0.6 0.3 0.1 -0.0563
O 0.953 -2.737 -3.768 0.0 0.0 0.0 -0.0449
O -0.615 -5.213 1.139 0.0 -0.6 0.6 0.1524
N -2.968 -0.030 0.883 0.9 -2.0 -0.6 0.0109
N 0.804 1.419 -0.247 0.0 -0.3 0.4 -0.2044
N -1.751 0.648 0.809 -1.0 1.0 0.3 -0.0725
C -0.255 1.514 -1.256 0.5 -0.5 -0.3 -0.4034
C -1.529 -4.571 -0.981 0.4 0.1 -0.2 0.0393
C -0.428 2.920 -1.926 -0.2 -0.1 0.1 -0.3233
C 5.012 -1.918 -0.509 0.1 -0.1 -0.1 -0.2585
C 0.772 0.345 0.755 0.1 0.3 0.2 -0.2536
C -0.601 -1.199 2.206 0.1 -0.1 0.1 -0.0700
C 5.719 -1.966 0.833 -0.2 0.0 0.0 -0.0683
C -2.155 4.690 -1.259 0.1 0.2 -0.2 -0.0821
C 1.797 -0.819 0.651 -0.2 -0.1 -0.1 -0.0875
C 3.388 2.409 -1.325 0.2 -0.1 0.3 -0.2543
C -1.679 1.268 -0.647 -0.2 0.3 0.1 -0.4756
C -0.421 -2.719 1.984 0.4 0.0 0.1 -0.1262
C -3.966 -0.651 3.099 0.2 -0.3 0.0 0.0047
C -0.595 -0.343 0.934 0.7 -0.2 -0.1 -0.1467
C -3.961 -2.188 1.078 -0.4 0.4 -0.4 -0.0009
C 0.116 -0.923 -2.318 0.1 -0.4 -0.3 -0.2026
C 0.138 -1.582 -3.711 -0.3 0.1 0.1 -0.2508
C 2.724 2.555 1.487 0.0 -0.6 0.0 -0.2587
C 3.041 -0.620 -0.189 0.0 -0.3 0.0 -0.2295
C -0.883 -4.362 0.356 0.1 0.4 -0.4 -0.5265
C -3.528 -0.890 1.675 -0.1 1.0 0.5 -0.3142
C -1.749 1.810 1.816 0.4 0.1 0.3 -0.3820
C -3.097 2.621 1.767 0.2 0.3 -0.2 -0.2739
C 0.141 0.598 -2.461 -0.3 -0.2 0.4 -0.1661
C -0.709 4.177 -1.106 -0.1 0.4 -0.1 -0.2024
H 1.314 -1.697 0.220 0.0 0.0 0.0 0.1041
H -0.762 -1.010 0.096 -0.3 0.2 -0.1 0.1166
H 6.782 -2.164 0.706 0.0 0.1 0.0 0.0803
H -0.055 4.940 -1.529 0.1 -0.1 0.1 0.1194
H -0.888 -1.823 -4.013 0.0 0.1 -0.1 0.1168
H -0.400 4.105 -0.069 -0.1 -0.2 0.0 0.0625
H 3.375 1.473 -1.874 -0.1 0.0 -0.1 0.0197
H -5.051 -2.244 1.013 0.0 -0.1 0.2 0.1090
H 0.525 -0.881 -4.451 0.2 -0.1 0.0 0.1244
H -1.300 2.783 -2.577 0.1 -0.1 -0.1 0.1224
H 3.396 1.705 1.628 0.0 0.0 0.0 0.0356
H -3.546 -2.313 0.081 0.1 -0.1 0.0 0.0634
H -1.120 -3.290 2.595 -0.1 0.0 0.0 0.1298
H 3.765 0.043 0.292 -0.1 0.1 -0.1 0.1058
H 1.945 2.492 2.246 0.0 0.2 0.0 0.0311
H -2.217 5.378 -2.102 0.0 -0.1 -0.1 0.0852
H -4.744 -1.363 3.369 0.0 -0.1 0.0 0.0960
H 5.282 -2.765 1.432 0.1 0.0 0.0 0.0803
H -1.495 -1.048 2.795 -0.1 0.0 -0.2 0.0761
H -0.758 -1.312 -1.793 0.0 0.1 0.1 0.0353
H 0.573 -3.039 2.294 0.1 0.0 -0.1 0.1361
H -0.990 -5.360 -1.503 -0.1 -0.1 0.0 0.1001
H 3.281 3.477 1.648 0.0 0.0 0.0 0.0480
H 0.499 -3.471 -3.346 0.0 0.0 0.0 0.0769
H -2.185 2.222 -0.526 0.3 0.1 0.2 0.0279
H -2.471 5.248 -0.380 -0.1 -0.1 0.0 0.0686
H 1.180 0.865 -2.646 -0.1 0.1 -0.3 0.1155
H -3.753 2.311 0.951 0.0 -0.1 0.1 0.1638
H 3.377 3.237 -2.031 0.0 -0.1 -0.1 0.0315
H 0.961 0.837 1.712 0.1 0.0 0.0 0.1054
H -1.499 -3.664 -1.583 -0.1 0.0 0.0 0.0689
H 5.246 -2.810 -1.089 0.0 0.0 0.0 0.1217
H -3.626 -2.981 1.753 0.0 0.0 0.0 0.1093
H -0.439 0.885 -3.340 0.0 0.0 0.0 0.0972
H 2.097 -1.114 1.659 0.1 0.1 0.0 0.1331
H 0.197 -0.858 2.866 0.0 0.0 0.0 0.1316
H 2.764 -0.223 -1.167 0.1 0.1 0.0 0.0933
H 1.000 -1.310 -1.815 0.0 0.2 0.1 0.1021
H 5.597 -1.030 1.383 0.1 0.0 0.0 0.0679
H -3.145 -0.777 3.807 -0.1 0.1 0.1 0.0938
H 5.333 -1.051 -1.098 0.0 0.0 0.0 0.1204
H 4.325 2.457 -0.763 0.0 0.0 0.0 0.0434
H -4.369 0.350 3.202 0.1 0.1 0.1 0.0808
H -2.560 -4.887 -0.826 0.0 0.0 0.0 0.0983
H -2.880 3.899 -1.475 0.0 0.0 0.2 0.0615
```
Positions in Å, forces in eV/Å.